DFT (the ωB97M-V functional and the def2-TZVPD basis) results for a 8-piece molecular cluster, C4H24NO7S overall in a non-equilibrium geometry.

Last columns: bonded neighbours and bond lengths (Å).
Geometry (Å):
1 C -0.305 -1.351 2.188  N2 1.475, H7 1.081, H8 1.107, H9 1.093
2 N 0.836 -0.720 1.499  C1 1.475, C3 1.459, H10 1.010
3 C 0.929 0.722 1.698  N2 1.459, C4 1.583, C6 1.529, H11 1.133
4 C 0.571 1.331 0.281  C3 1.583, S5 1.815, H12 1.094, H13 1.127
5 S 0.511 3.144 0.233  C4 1.815
6 C 2.377 1.115 1.993  C3 1.529, H14 1.096, H15 1.064, H16 1.111
7 H -0.147 -1.336 3.257  C1 1.081
8 H -1.254 -1.265 1.624  C1 1.107
9 H -0.189 -2.431 2.069  C1 1.093
10 H 1.662 -1.232 1.774  N2 1.010
11 H 0.255 1.187 2.482  C3 1.133
12 H 1.218 0.899 -0.487  C4 1.094
13 H -0.483 0.933 0.234  C4 1.127
14 H 2.963 0.947 1.082  C6 1.096
15 H 2.799 0.979 2.960  C6 1.064
16 H 2.341 2.225 1.954  C6 1.111
17 H -1.669 1.755 -1.301  O19 0.967
18 H -0.992 0.988 -2.430  O19 0.980
19 O -1.866 1.329 -2.146  H17 0.967, H18 0.980
20 H -2.058 0.308 2.178  O22 0.957
21 H -2.393 1.727 1.441  O22 0.960
22 O -2.571 1.116 2.161  H20 0.957, H21 0.960
23 H 1.260 -1.235 -0.575  O25 0.980
24 H 2.750 -1.679 -0.721  O25 0.967
25 O 1.855 -1.858 -1.041  H23 0.980, H24 0.967
26 H -3.578 -1.236 -2.616  O28 0.962
27 H -2.591 -0.152 -2.086  O28 0.994
28 O -3.039 -1.008 -1.852  H26 0.962, H27 0.994
29 H 0.871 2.316 -2.361  O31 0.973
30 H 1.275 0.938 -2.264  O31 0.972
31 O 0.726 1.486 -2.849  H29 0.973, H30 0.972
32 H 1.129 -3.574 -0.690  O34 0.963
33 H 1.022 -3.709 0.799  O34 0.961
34 O 1.088 -4.241 0.002  H32 0.963, H33 0.961
35 H -1.809 -3.551 -1.762  O37 0.965
36 H -1.355 -2.035 -1.614  O37 0.970
37 O -1.090 -2.961 -1.502  H35 0.965, H36 0.970

Properties
HOMO energy   -3.678 eV
Charge   -1
DFT total energy   -31196.070 eV
Frontier orbital gap   6.640 eV
LUMO energy   3.0 eV

Quick look at the Löwdin charges, all values in e:
1 C -0.107
2 N -0.117
3 C -0.483
4 C -0.739
5 S 0.258
6 C -0.109
7 H 0.083
8 H 0.095
9 H 0.060
10 H 0.099
11 H 0.140
12 H 0.015
13 H 0.037
14 H 0.078
15 H 0.053
16 H 0.034
17 H 0.017
18 H 0.027
19 O -0.078
20 H -0.025
21 H 0.023
22 O -0.063
23 H 0.019
24 H 0.055
25 O -0.078
26 H 0.037
27 H -0.008
28 O -0.097
29 H 0.003
30 H 0.023
31 O -0.092
32 H -0.025
33 H -0.007
34 O -0.090
35 H 0.036
36 H 0.004
37 O -0.074